1.
Computed, not measured: a molecular structure, C42H40F5IrN3OSi2, with wB97M-V/def2-TZVPD.

Structure (XYZ):
```
94
Properties=species:S:1:pos:R:3:forces:R:3:mulliken_charge:R:1
Ir -0.08991 -0.50444 -0.48328 -1.4 -1.6 -0.7 2.601
C -2.42728 1.83550 2.95260 0.2 -0.1 -0.1 -0.983
Si -0.65236 1.28737 3.32719 0.1 -0.1 0.3 0.130
C 0.54299 2.62887 2.74671 -0.1 -0.1 0.1 -0.623
C -0.59552 1.32107 5.24498 0.0 0.1 -0.2 -1.269
C -0.15565 -0.34055 2.58669 -0.3 0.0 -1.1 2.462
C 1.27418 -0.42908 2.30608 -0.6 0.0 0.1 -1.531
C 2.24396 -0.27045 3.31525 0.5 -0.1 -0.1 -0.548
C 3.58583 -0.42765 3.03665 -0.4 0.0 0.0 -0.805
C 3.95520 -0.72709 1.72702 0.1 0.0 0.0 -1.396
C 2.96475 -0.85192 0.77951 0.1 -0.2 0.0 -0.625
N 1.65466 -0.71166 1.04482 0.9 0.2 -0.6 0.731
Si -0.84194 -2.00795 3.04266 0.3 -0.1 0.3 0.280
C 0.12086 -3.41827 2.23138 -0.1 0.0 0.1 -0.649
C -0.65027 -2.27931 4.92800 -0.1 0.0 -0.2 -1.357
C -2.68373 -2.29957 2.71605 0.1 -0.1 0.0 -1.265
H -2.66644 2.73278 3.53031 0.0 0.0 0.0 0.517
H -3.15193 1.06232 3.22335 0.0 0.0 0.0 0.339
H -2.56392 2.06783 1.89534 0.0 -0.1 0.0 0.029
H 0.35443 3.59289 3.22808 0.0 0.0 0.0 0.465
H 0.44114 2.75947 1.67135 0.0 0.0 -0.1 -0.196
H 1.58079 2.34910 2.94564 0.0 0.0 0.0 0.368
H -1.00491 2.26790 5.61403 0.0 0.0 0.0 0.384
H 0.42088 1.22591 5.63587 0.0 0.0 0.0 0.316
H -1.19194 0.51420 5.67447 0.0 0.0 0.0 0.321
H 1.90428 -0.04202 4.31528 0.0 0.0 0.0 0.287
H 4.33001 -0.34010 3.81918 0.0 0.1 0.0 0.433
H 4.99168 -0.85620 1.44497 0.0 0.0 0.0 0.451
H 3.23766 -1.09109 -0.23872 -0.1 0.0 -0.1 0.562
H 1.16797 -3.15472 2.06378 0.0 0.0 0.0 0.276
H -0.32040 -3.65183 1.26351 0.0 0.1 0.4 -0.302
H 0.10109 -4.32782 2.83819 0.0 0.1 0.1 0.611
H 0.39436 -2.20676 5.24185 0.0 0.0 0.0 0.300
H -1.01755 -3.27188 5.21161 0.0 0.0 0.0 0.352
H -1.22023 -1.54157 5.49631 0.0 0.0 0.0 0.330
H -2.88787 -2.38935 1.64820 0.0 -0.1 0.2 0.317
H -3.30653 -1.49378 3.11526 0.0 0.0 0.0 0.292
H -2.99404 -3.23117 3.19775 0.1 0.0 0.1 0.562
C 0.13911 -0.60842 -5.18291 -0.4 0.0 -0.1 -1.162
C -1.20966 -0.60501 -5.52270 0.3 0.0 0.1 -0.797
C -2.14736 -0.55699 -4.51482 -0.1 0.0 0.1 -0.808
C -1.74673 -0.50924 -3.17495 0.3 0.0 -0.3 0.426
N -0.43451 -0.50782 -2.86751 0.0 -0.2 1.5 -0.074
C 0.46569 -0.55645 -3.84290 0.6 0.0 0.0 -0.589
C -2.66495 -0.46302 -2.04835 -0.5 0.0 0.5 0.930
C -4.05706 -0.47425 -2.19918 0.1 0.0 -0.2 -0.575
C -4.89200 -0.45080 -1.10109 -0.2 0.0 0.1 -1.266
C -4.34621 -0.41661 0.17693 0.2 0.1 -0.2 -0.916
C -2.96672 -0.39788 0.33229 -0.3 0.3 0.2 -0.007
C -2.11354 -0.42085 -0.75946 1.4 -0.2 -0.4 -0.736
H 0.91160 -0.65498 -5.93721 0.1 0.0 0.1 0.522
H -1.51456 -0.63968 -6.56087 0.0 0.0 0.0 0.408
H -3.19933 -0.56326 -4.75949 0.0 0.0 0.0 0.402
H 1.50529 -0.54772 -3.54076 -0.1 0.0 0.1 0.705
H -4.50006 -0.51164 -3.18740 0.0 0.0 0.0 0.333
H -5.96684 -0.45616 -1.23809 0.0 0.0 0.0 0.373
H -4.99053 -0.41104 1.04794 0.0 0.0 0.0 0.427
H -2.54472 -0.37103 1.32397 0.0 0.2 -0.2 0.961
N 0.01657 1.36975 -0.49058 -0.7 2.6 0.8 -0.448
C 0.48709 2.34233 -1.14648 0.3 -1.2 -0.2 -0.395
C 0.08331 3.73593 -0.84435 -0.1 0.5 0.2 0.489
C 0.94619 4.80899 -1.08392 -0.1 -0.2 0.0 -0.370
C 0.56454 6.10509 -0.77862 0.0 0.1 0.0 -0.782
C -0.68959 6.35772 -0.23934 0.1 0.0 0.0 -0.445
C -1.55021 5.29623 0.00912 -0.1 0.1 0.1 -0.644
C -1.16749 3.99984 -0.28192 0.1 -0.2 -0.1 0.137
C 1.46792 2.14513 -2.26686 0.0 0.3 -0.1 0.038
C 2.65477 1.45612 -2.03851 -0.1 0.0 0.0 -0.229
C 3.55348 1.23611 -3.07150 0.1 0.0 0.0 -0.679
C 3.27657 1.70988 -4.34708 0.1 0.0 0.0 -0.393
C 2.10139 2.41168 -4.57897 0.0 0.0 -0.1 -0.902
C 1.20469 2.63302 -3.54573 0.1 -0.1 0.1 0.094
H 1.92906 4.61441 -1.49429 0.0 0.0 -0.1 0.448
H 1.24892 6.92453 -0.96350 0.0 0.0 0.0 0.381
H -0.99116 7.37315 -0.01481 0.0 0.0 0.0 0.376
H -2.53112 5.48535 0.42885 0.0 0.0 0.0 0.415
H -1.82540 3.16091 -0.08716 0.0 0.0 0.0 0.275
H 2.86259 1.10970 -1.03520 0.0 -0.1 0.0 0.659
H 4.47244 0.69400 -2.88298 0.0 0.0 0.0 0.358
H 3.97801 1.53514 -5.15369 0.0 0.0 0.0 0.382
H 1.88198 2.78391 -5.57302 0.0 0.0 0.0 0.381
H 0.28157 3.17138 -3.72823 0.0 0.0 0.0 0.505
F 3.12844 -6.74855 -1.90420 0.1 0.0 0.0 -0.341
C 2.29898 -5.72906 -1.61582 0.0 0.0 0.0 0.588
C 1.06348 -5.96248 -1.04015 0.0 0.1 0.0 0.405
F 0.69391 -7.22193 -0.77457 -0.1 -0.2 0.0 -0.331
C 0.21347 -4.92233 -0.73567 0.0 0.2 0.0 -0.089
F -0.98048 -5.22414 -0.20306 -0.1 -0.1 0.0 -0.380
C 0.53884 -3.55518 -0.92977 0.4 -0.1 -0.4 0.549
O -0.27760 -2.63863 -0.54252 -0.1 0.0 -0.4 -0.841
C 1.79925 -3.38604 -1.57321 -0.6 0.2 0.4 -0.641
F 2.21229 -2.14187 -1.89206 0.1 0.2 -0.1 -0.010
C 2.64986 -4.42297 -1.89046 0.0 -0.2 0.0 0.057
F 3.83220 -4.16326 -2.47106 0.1 0.1 0.0 -0.338
```
Forces are in eV/Å.

## Properties
Energy above the lowest of the compared OMol25 structures with the same formula, charge and spin in kJ/mol: 290.3
Lowest unoccupied orbital energy (alpha / beta) in eV: 2.351 / 2.354
HOMO (alpha / beta) in eV: -3.81 / -3.91
Charge: -1
Kohn-Sham gap (alpha / beta) in Eh: 0.226 / 0.230
Energy in Eh: -3046.67997



2.
Computed, not measured: a molecular structure, C42H40FeN7OSSb, with wB97M-V/def2-TZVPD.

Structure (XYZ):
```
93
Properties=species:S:1:pos:R:3:forces:R:3:mulliken_charge:R:1
Fe 0.09142 -1.49031 1.01449 -0.2 0.1 0.6 -0.748
C -1.24847 -6.96446 2.01728 0.0 0.0 0.0 -0.991
C -1.88400 -6.17706 0.87859 0.0 0.0 0.0 -0.579
N -2.40701 -4.88891 1.29117 0.0 0.0 0.0 -0.206
C -1.67319 -3.76909 1.45685 0.1 0.1 0.0 0.430
S 0.01164 -3.75393 1.07594 -0.1 -0.5 -0.2 -0.516
N -2.33378 -2.72460 1.93554 0.0 0.0 0.2 -1.614
N -1.52882 -1.62962 2.05295 -0.3 -0.3 0.3 1.545
C -1.90735 -0.65823 2.81213 0.0 0.0 -0.2 1.159
C -3.14290 -0.65208 3.64831 0.0 0.0 0.0 -1.919
C -0.96833 0.46203 2.79446 0.0 0.1 0.0 0.237
C -1.01274 1.50153 3.71984 0.0 0.0 0.0 -0.950
C -0.03215 2.47259 3.68903 0.0 0.0 0.0 -0.781
C 0.98169 2.37210 2.74680 -0.1 0.0 0.0 -1.349
C 0.94395 1.31968 1.85253 0.0 0.0 0.0 -0.660
N -0.02080 0.40048 1.84252 0.0 0.2 -0.1 1.290
H -0.86153 -7.91598 1.64896 0.0 0.0 0.0 0.362
H -0.42204 -6.40115 2.44970 0.0 0.0 0.0 0.288
H -1.97765 -7.17016 2.80270 0.0 0.0 0.0 0.303
H -1.15471 -6.00530 0.08694 0.0 0.0 0.0 0.293
H -2.71384 -6.73818 0.44557 0.0 0.0 0.0 0.402
H -3.35342 -4.83357 1.63133 0.0 0.0 0.0 0.276
H -3.77909 -1.48495 3.36509 0.0 0.0 0.0 0.407
H -2.89016 -0.75570 4.70688 0.0 0.0 0.0 0.345
H -3.68569 0.28755 3.52697 0.0 0.0 0.0 0.406
H -1.80103 1.52768 4.45879 0.0 0.0 0.0 0.530
H -0.04493 3.28701 4.40152 0.0 0.0 0.0 0.429
H 1.78549 3.09303 2.70069 0.0 0.0 0.0 0.538
H 1.71889 1.19527 1.10743 0.0 0.0 0.0 0.943
C 2.53638 -1.91117 -2.34864 0.0 0.0 0.0 -1.914
C 1.42455 -1.71104 -1.37343 0.3 0.1 0.1 1.069
N 1.59211 -1.49905 -0.11047 0.4 0.1 -0.2 2.041
N 2.83226 -1.44106 0.44805 0.0 -0.1 0.1 -1.544
C 2.68368 -1.45632 1.77499 -0.2 0.1 -0.1 0.417
O 1.56659 -1.50469 2.37423 0.3 -0.2 0.1 -0.749
C 3.92401 -1.38377 2.59404 0.0 0.0 0.0 0.217
C 5.17253 -1.21017 2.00244 0.0 0.0 0.0 -0.178
C 6.30934 -1.13128 2.79133 0.0 0.0 0.0 -0.741
C 6.20715 -1.22836 4.17286 0.0 0.0 0.0 -0.325
C 4.96387 -1.40340 4.76516 0.0 0.0 0.0 -0.772
C 3.82539 -1.48029 3.97844 0.0 0.0 0.0 -0.399
C 0.01921 -1.77482 -1.74518 -0.2 0.0 -0.2 0.182
C -0.41376 -2.00626 -3.04978 0.2 0.0 0.1 -0.875
C -1.76372 -2.04426 -3.32078 -0.1 0.0 0.0 -0.654
C -2.66208 -1.84640 -2.28049 0.0 0.0 -0.1 -1.473
C -2.16757 -1.62171 -1.01115 0.1 -0.1 0.1 -0.212
N -0.86071 -1.59048 -0.73207 -0.1 0.3 -0.3 1.253
H 3.48582 -1.82978 -1.82778 0.0 0.0 0.0 0.440
H 2.47109 -2.89697 -2.81508 0.0 0.0 0.0 0.345
H 2.49961 -1.16411 -3.14625 0.0 0.0 0.0 0.289
H 5.23279 -1.14144 0.92527 0.0 0.0 0.0 0.452
H 7.27852 -0.99597 2.32828 0.0 0.0 0.0 0.386
H 7.09636 -1.16926 4.78782 0.0 0.0 0.0 0.388
H 4.88222 -1.48302 5.84171 0.0 0.0 0.0 0.392
H 2.84673 -1.61861 4.41776 0.0 0.0 0.0 0.455
H 0.31766 -2.14079 -3.83415 0.0 0.0 0.0 0.519
H -2.11807 -2.21011 -4.32942 0.0 0.0 0.0 0.452
H -3.72944 -1.86081 -2.44984 0.0 0.0 0.0 0.493
H -2.83106 -1.49467 -0.16604 0.0 0.0 0.0 0.598
C 2.35594 5.88320 -3.02284 0.0 0.0 0.0 -0.503
C 2.98961 5.04672 -2.11698 0.0 0.0 0.0 -0.480
C 2.33494 3.91556 -1.64340 0.0 0.0 0.0 -0.674
C 1.04446 3.60992 -2.06589 -0.2 -0.1 0.1 0.088
C 0.42073 4.45504 -2.98323 0.0 0.0 0.0 -0.140
C 1.07019 5.58524 -3.45767 0.0 0.0 0.0 -0.699
Sb 0.08695 1.82708 -1.31623 0.2 0.2 -0.4 0.748
C -0.81737 1.40234 -3.21614 -0.1 0.1 0.1 0.465
C 0.02459 1.09717 -4.28461 0.0 0.0 0.0 -0.711
C -0.49595 0.77946 -5.52953 0.0 0.0 0.0 -0.609
C -1.87266 0.75849 -5.72007 0.0 0.0 0.0 -0.568
C -2.71888 1.06410 -4.66542 0.0 0.0 0.0 -0.642
C -2.19271 1.38650 -3.41884 0.0 0.0 0.0 -0.190
C -1.60598 2.75003 -0.38618 0.0 -0.1 0.1 0.747
C -1.72922 4.12278 -0.19034 0.0 0.0 0.0 -0.878
C -2.81226 4.63947 0.50988 0.0 0.0 0.0 -0.635
C -3.78361 3.79062 1.02199 0.0 0.0 0.0 -0.763
C -3.66738 2.41974 0.83909 0.0 0.0 0.0 -0.681
C -2.57902 1.90524 0.14819 0.0 0.0 0.0 -0.172
H 2.86398 6.76382 -3.39481 0.0 0.0 0.0 0.371
H 3.99452 5.27109 -1.78195 0.0 0.0 0.0 0.391
H 2.84546 3.26128 -0.94393 0.0 0.0 0.0 0.340
H -0.57812 4.22377 -3.33745 0.0 0.0 0.0 0.434
H 0.57492 6.23256 -4.17074 0.0 0.0 0.0 0.388
H 1.10204 1.11524 -4.14787 0.0 0.0 0.0 0.406
H 0.16927 0.55202 -6.35354 0.0 0.0 0.0 0.420
H -2.28195 0.51327 -6.69213 0.0 0.0 0.0 0.380
H -3.79204 1.05700 -4.81374 0.0 0.0 0.0 0.429
H -2.86354 1.63228 -2.60350 0.0 0.0 0.0 0.368
H -0.97689 4.79557 -0.58532 0.0 0.0 0.0 0.411
H -2.89600 5.70933 0.65565 0.0 0.0 0.0 0.408
H -4.62692 4.19691 1.56597 0.0 0.0 0.0 0.388
H -4.41915 1.75112 1.24151 0.0 0.0 0.0 0.478
H -2.47889 0.83044 0.03724 0.0 0.0 0.0 0.260
```
Forces are in eV/Å.

## Properties
Energy above the lowest of the compared OMol25 structures with the same formula, charge and spin in kJ/mol: 36.7
Lowest unoccupied orbital energy in eV: 0.105
HOMO in eV: -7.10
Kohn-Sham gap in Eh: 0.265
Energy in Eh: -3985.20082